# 1
42
Properties=species:S:1:pos:R:3:mulliken_charge:R:1 method="wB97M-V/def2-TZVPD" energy_ev=-70226.9996 relative_energy_kcal_mol=0.0 total_charge=-1 s2=0.85 orbital_gap_ha="0.27575 / 0.27385" lumo_ev="2.836 / 2.830" multiplicity=2
Co -0.577 -0.378 -0.540 0.364
O 3.604 -1.694 -1.404 -0.748
C 3.742 -2.401 -0.268 0.265
C 4.854 -3.238 -0.153 -0.707
C 5.041 -3.997 0.986 -0.234
C 4.124 -3.939 2.032 -0.782
C 3.027 -3.104 1.920 -0.337
C 2.819 -2.321 0.786 0.199
C 1.635 -1.423 0.692 1.312
O 1.433 -0.817 -0.433 -0.999
N 0.899 -1.274 1.770 -0.923
N -0.107 -0.380 1.445 0.728
C -0.476 0.471 2.315 -0.732
C -1.288 1.630 1.935 0.683
C -1.968 2.331 2.935 -0.649
C -2.645 3.509 2.681 -0.626
C -2.612 4.019 1.382 -0.446
C -1.931 3.365 0.377 -0.432
C -1.248 2.143 0.601 0.546
O -0.634 1.567 -0.385 -0.904
H 2.727 -1.235 -1.322 0.455
H 5.549 -3.277 -0.983 0.411
H 5.906 -4.647 1.057 0.350
H 4.263 -4.542 2.921 0.365
H 2.298 -3.034 2.716 0.456
H -0.084 0.398 3.332 0.349
H -1.946 1.930 3.943 0.390
H -3.169 4.028 3.472 0.372
H -3.125 4.947 1.156 0.343
H -1.894 3.769 -0.628 0.419
N -2.607 -0.176 -0.535 -0.280
C -3.392 -1.420 -0.643 -0.664
C -2.696 -2.552 0.102 -0.530
C -1.507 -3.079 -0.705 0.630
O -1.387 -4.278 -0.902 -0.723
O -0.741 -2.162 -1.203 -0.642
H -2.814 0.283 0.350 0.198
H -2.859 0.494 -1.254 0.259
H -3.478 -1.678 -1.699 0.352
H -4.404 -1.267 -0.259 0.375
H -3.382 -3.378 0.283 0.341
H -2.346 -2.185 1.073 0.196

---

# 2
11
Properties=species:S:1:pos:R:3:mulliken_charge:R:1 method="wB97M-V/def2-TZVPD" energy_ev=-25004.6002 relative_energy_kcal_mol=35.1 total_charge=0 orbital_gap_ha=0.27482 lumo_ev=-1.292
C -0.286 1.388 1.314 -0.996
Si -0.150 3.238 0.931 0.321
Si -0.904 -3.020 -1.606 0.096
I -0.404 -3.602 -3.921 -0.047
H 0.373 0.871 0.648 0.273
H 0.170 1.232 2.236 0.310
H -1.169 3.966 1.783 -0.081
H 1.214 3.473 1.489 -0.091
H -0.052 3.518 -0.566 -0.078
H -1.206 0.785 1.279 0.341
H -1.675 -1.601 -1.810 -0.050

---

# 3
63
Properties=species:S:1:pos:R:3:mulliken_charge:R:1 method="wB97M-V/def2-TZVPD" energy_ev=-71424.2099 relative_energy_kcal_mol=7.3 total_charge=-1 orbital_gap_ha=0.17770 lumo_ev=1.998
C -3.086 -4.841 1.741 -1.618
C -3.036 -3.461 2.367 1.764
C -4.065 -2.559 1.712 -1.582
C -3.327 -3.578 3.852 -1.759
O -1.702 -2.839 2.322 -0.395
C -1.143 -2.623 1.113 0.624
C -0.033 -1.621 1.133 -0.271
N -0.102 -0.745 0.202 0.709
C -0.873 -0.012 -0.598 -0.255
C -0.705 -0.206 -2.047 0.368
C -0.622 0.882 -2.944 -0.163
C -0.230 0.674 -4.267 -0.935
C 0.066 -0.614 -4.718 -0.429
C -0.078 -1.707 -3.850 -0.891
C -0.494 -1.504 -2.534 -0.162
C -1.654 1.091 -0.030 1.010
C -2.620 1.801 -0.780 -0.357
C -3.280 2.902 -0.220 -0.907
C -3.026 3.278 1.106 -0.411
C -2.114 2.545 1.873 -0.928
C -1.441 1.465 1.307 -0.282
O -1.487 -3.147 0.058 -0.649
H -2.374 -5.526 2.217 0.364
H -4.094 -5.247 1.903 0.463
H -2.900 -4.798 0.664 0.307
H -4.043 -1.566 2.178 0.358
H -3.878 -2.478 0.635 0.336
H -5.066 -2.984 1.857 0.451
H -3.292 -2.588 4.322 0.404
H -4.326 -4.002 4.010 0.392
H -2.594 -4.232 4.339 0.392
H 0.690 -1.959 2.007 -0.168
H -0.848 1.883 -2.591 0.487
H -0.148 1.532 -4.936 0.381
H 0.400 -0.771 -5.745 0.364
H 0.136 -2.720 -4.193 0.393
H -0.669 -2.341 -1.855 0.421
H -2.847 1.484 -1.795 0.623
H -3.993 3.463 -0.820 0.385
H -3.539 4.136 1.541 0.378
H -1.911 2.805 2.913 0.413
H -0.701 0.924 1.899 0.336
F 3.188 -0.884 3.579 -0.258
C 3.054 -1.286 2.289 0.617
F 4.173 -0.921 1.623 -0.212
F 2.959 -2.646 2.257 -0.239
S 1.641 -0.485 1.612 0.120
N 3.119 1.072 0.439 -0.094
C 3.936 2.023 0.950 0.029
O 4.183 2.184 2.155 -0.762
C 4.452 2.774 -0.227 0.208
C 3.725 2.462 -1.360 -0.056
C 3.895 3.097 -2.582 -0.443
C 4.883 4.090 -2.649 -0.533
C 5.635 4.425 -1.506 -0.458
C 5.418 3.776 -0.289 -0.595
S 2.431 1.306 -0.974 1.336
O 2.494 0.135 -1.794 -0.682
O 1.198 2.044 -0.924 -0.612
H 3.274 2.802 -3.419 0.484
H 5.054 4.610 -3.585 0.374
H 6.382 5.208 -1.570 0.364
H 5.957 4.018 0.627 0.449

---

# 4
14
Properties=species:S:1:pos:R:3:mulliken_charge:R:1 method="wB97M-V/def2-TZVPD" energy_ev=-8834.2405 relative_energy_kcal_mol=45.3 total_charge=0 smiles="C=NCCC=C=O" orbital_gap_ha=0.35606 lumo_ev=0.863
O 0.820 -2.349 -0.956 -0.409
C 1.177 -1.266 -0.685 0.607
C -1.811 -0.657 -0.650 -0.361
N -1.278 0.478 -0.487 -0.376
C -0.579 0.694 0.766 -0.620
C 0.918 0.934 0.524 -0.387
C 1.594 -0.054 -0.403 -0.637
H -2.310 -0.889 -1.591 0.278
H -1.782 -1.453 0.110 0.269
H -0.722 -0.147 1.468 0.362
H -0.993 1.593 1.238 0.346
H 1.419 0.938 1.501 0.293
H 1.053 1.932 0.096 0.308
H 2.494 0.245 -0.932 0.327

---

# 5
52
Properties=species:S:1:pos:R:3:mulliken_charge:R:1 method="wB97M-V/def2-TZVPD" energy_ev=-30761.1707 relative_energy_kcal_mol=2.5 total_charge=0 smiles=CCC[C@@H](c1nnnn1Cc1ccc(F)cc1)N1CCN(CC)CC1 orbital_gap_ha=0.32668 lumo_ev=0.642
C 4.334 1.800 0.537 -1.476
C 2.906 1.709 1.061 -0.253
C 1.895 1.701 -0.084 -0.877
H 1.977 2.634 -0.642 0.719
H 2.129 0.894 -0.775 -0.182
C 0.435 1.551 0.405 0.144
C -0.453 2.494 -0.334 -0.404
N -0.170 3.211 -1.398 -0.240
N -1.268 3.887 -1.705 -0.746
N -2.206 3.631 -0.895 -0.446
N -1.742 2.755 0.000 0.996
C -2.566 2.226 1.049 -1.296
C -3.215 0.926 0.644 0.526
C -3.230 -0.157 1.511 -0.381
C -3.827 -1.348 1.139 -0.505
C -4.406 -1.438 -0.114 0.371
C -4.411 -0.371 -0.994 -0.727
C -3.815 0.814 -0.605 -0.209
H -3.815 1.659 -1.277 0.486
H -4.876 -0.474 -1.962 0.436
F -4.984 -2.598 -0.485 -0.354
H -3.845 -2.200 1.800 0.432
H -2.775 -0.071 2.486 0.376
H -3.335 2.980 1.250 0.339
H -1.954 2.082 1.942 0.436
N -0.197 0.245 0.344 0.967
C -0.450 -0.345 -0.956 -0.762
C 0.612 -1.346 -1.431 -0.860
N 0.832 -2.338 -0.401 0.010
C 1.300 -1.699 0.811 -0.621
C 0.198 -0.757 1.309 -1.274
H 0.505 -0.267 2.235 0.514
H -0.690 -1.369 1.509 0.396
H 1.483 -2.467 1.566 0.546
H 2.235 -1.136 0.652 0.185
C 1.603 -3.490 -0.820 -0.746
C 3.062 -3.235 -1.215 -1.036
H 3.622 -2.816 -0.381 0.253
H 3.529 -4.173 -1.503 0.426
H 3.123 -2.551 -2.058 0.282
H 1.075 -3.935 -1.669 0.402
H 1.576 -4.208 0.005 0.417
H 0.240 -1.848 -2.327 0.549
H 1.540 -0.813 -1.702 0.202
H -0.559 0.447 -1.698 0.526
H -1.402 -0.884 -0.877 0.022
H 0.401 1.849 1.465 0.688
H 2.705 2.564 1.712 0.379
H 2.799 0.804 1.664 0.288
H 4.567 0.942 -0.090 0.314
H 4.462 2.702 -0.058 0.356
H 5.044 1.826 1.360 0.410

---

# 6
69
Properties=species:S:1:pos:R:3:mulliken_charge:R:1 method="wB97M-V/def2-TZVPD" energy_ev=-77692.3183 relative_energy_kcal_mol=0.0 total_charge=0 s2=2.01 orbital_gap_ha="0.22572 / 0.27906" lumo_ev="0.277 / 0.222" multiplicity=3
Ti 0.514 -1.619 -0.609 0.448
C 5.109 0.520 -2.331 -1.051
O 3.893 0.799 -1.668 -0.098
C 3.989 0.540 -0.336 0.640
C 4.722 1.304 0.502 -0.341
C 4.679 1.174 1.903 -0.826
C 3.724 0.397 2.469 -0.968
C 2.933 -0.417 1.616 0.946
C 1.831 -1.166 2.234 -0.985
N 0.930 -1.731 1.505 0.717
N 0.041 -2.492 2.226 -0.998
C -0.890 -2.950 1.482 0.526
O -1.002 -2.711 0.199 -0.772
C -2.044 -3.656 2.129 0.525
C -1.803 -4.400 3.267 -0.622
C -2.906 -5.023 3.867 -0.446
C -4.174 -4.879 3.326 -0.571
C -4.327 -4.246 2.093 -0.775
C -3.259 -3.635 1.500 -0.245
C 3.115 -0.422 0.209 0.729
O 2.460 -1.236 -0.593 -1.060
H 4.976 0.718 -3.371 0.283
H 5.883 1.248 -2.047 0.325
H 5.539 -0.445 -2.105 0.380
H 5.371 2.074 0.133 0.380
H 5.412 1.678 2.567 0.347
H 3.622 0.251 3.589 0.277
H 1.804 -1.230 3.306 0.328
H -0.842 -4.459 3.712 0.498
H -2.821 -5.653 4.785 0.313
H -4.982 -5.379 3.796 0.398
H -5.251 -4.316 1.599 0.449
H -3.464 -3.080 0.619 0.544
N 0.807 -1.035 -2.858 -0.357
C -0.204 -0.114 -3.340 0.387
C -0.869 -0.495 -4.528 -0.701
C -1.879 0.301 -5.032 -0.714
C -2.256 1.404 -4.314 -0.756
C -1.657 1.740 -3.096 -0.250
C -0.619 0.953 -2.580 0.346
P -0.270 0.792 -0.718 1.969
C -2.073 1.074 -0.131 -0.060
C -2.925 -0.072 -0.135 -0.450
C -4.183 -0.053 0.376 -0.657
C -4.592 1.177 0.956 -0.308
C -3.853 2.321 0.924 -0.883
C -2.529 2.264 0.395 0.150
C 0.666 2.223 -0.141 0.093
C 1.381 2.997 -1.069 -0.537
C 2.149 4.115 -0.676 -0.912
C 2.299 4.300 0.671 -0.325
C 1.645 3.516 1.607 -0.740
C 0.819 2.435 1.245 -0.121
H 1.669 -0.545 -2.582 0.136
H 1.138 -1.772 -3.499 0.255
H -0.415 -1.359 -5.006 0.346
H -2.200 0.002 -6.029 0.374
H -2.993 2.054 -4.747 0.421
H -1.977 2.683 -2.548 0.281
H -2.520 -1.012 -0.504 0.281
H -4.855 -0.903 0.416 0.412
H -5.623 1.108 1.387 0.283
H -4.198 3.216 1.398 0.431
H -1.956 3.216 0.374 0.341
H 1.370 2.740 -2.090 0.458
H 2.674 4.730 -1.397 0.396
H 3.013 5.037 1.003 0.389
H 1.855 3.666 2.716 0.260
H 0.380 1.735 1.982 0.468

---

# 7
58
Properties=species:S:1:pos:R:3:mulliken_charge:R:1 method="wB97M-V/def2-TZVPD" energy_ev=-129973.2608 relative_energy_kcal_mol=0.6 total_charge=0 orbital_gap_ha=0.25458 lumo_ev=0.092
Cs -0.849 -0.244 -2.013 1.070
C 0.799 5.032 -1.029 -1.117
C 1.754 3.912 -1.181 0.960
N 2.877 3.770 -0.554 -0.828
N 3.341 2.556 -0.987 0.242
C 2.527 1.933 -1.854 -0.176
S 2.715 0.411 -2.528 -0.310
N 1.519 2.839 -2.012 0.680
N 0.384 2.615 -2.777 -0.760
H 1.178 5.721 -0.280 0.336
H -0.173 4.646 -0.716 0.180
H 0.663 5.563 -1.971 0.335
H 4.211 2.186 -0.648 0.159
H -0.465 2.704 -2.182 0.116
H 0.367 3.276 -3.544 0.255
Br -1.058 -4.103 1.024 -0.194
C -1.837 -2.678 2.005 0.110
C -2.888 -1.968 1.442 -0.604
C -3.440 -0.907 2.137 -0.236
C -2.945 -0.562 3.393 0.347
C -1.942 -1.327 3.970 -0.356
C -1.366 -2.377 3.270 -0.558
N -3.538 0.482 4.184 -0.457
N -3.701 1.626 3.725 -0.544
C -3.165 1.974 2.447 -0.237
C -4.032 2.496 1.515 -0.476
C -3.660 2.681 0.186 -0.825
C -2.364 2.388 -0.271 0.868
O -2.018 2.469 -1.497 -0.947
C -1.404 1.976 0.754 -0.185
N -0.120 1.779 0.351 0.197
C 0.784 1.454 1.242 -0.180
C 0.501 1.320 2.614 -1.151
C -0.786 1.481 3.034 -0.572
C -1.802 1.790 2.098 0.674
H -3.275 -2.249 0.471 0.601
H -4.248 -0.337 1.698 0.469
H -1.600 -1.082 4.968 0.393
H -0.565 -2.957 3.707 0.445
H -5.051 2.696 1.826 0.401
H -4.376 3.047 -0.538 0.457
H 1.794 1.292 0.877 0.356
H 1.295 1.090 3.311 0.414
H -1.038 1.393 4.083 0.681
O 0.478 -3.023 -2.437 -0.659
S 1.709 -3.117 -1.579 0.586
C 1.997 -4.889 -1.344 -0.734
C 2.543 -5.386 -2.674 -0.625
C 3.655 -4.400 -3.027 -0.687
C 3.126 -2.993 -2.725 -0.612
H 1.049 -5.325 -1.034 0.316
H 2.727 -4.994 -0.537 0.383
H 1.750 -5.354 -3.422 0.279
H 2.906 -6.412 -2.606 0.385
H 3.966 -4.484 -4.068 0.302
H 4.531 -4.604 -2.407 0.295
H 2.690 -2.504 -3.596 0.347
H 3.865 -2.321 -2.293 0.387